Record 1
Here is a molecular structure, C46H58F5N9O6P2ReTe from the Open Molecules 2025 dataset. Energies are from ωB97M-V/def2-TZVPD.

As for the LUMO energy (alpha / beta): -3.965 / -8.062 eV. The expectation value of S² is 3.777. Its total energy is -115916.5221 eV. The HOMO-LUMO gap (alpha / beta) comes out at 8.45 / 4.24 eV. The total charge is +2. Its multiplicity is 4. As for the HOMO energy (alpha / beta): -0.45630 / -0.45194 Ha. Its molar mass is 1303.77 g/mol.

XYZ file:
```
128
C46H58F5N9O6P2ReTe ωB97M-V/def2-TZVPD
Re 0.10 -0.87 0.79
Te 1.45 -0.13 3.13
P -0.46 1.90 -3.26
P -2.13 -1.02 -0.55
F -3.47 -0.62 4.92
F -2.40 -4.96 3.48
F -3.78 -3.32 5.15
F -0.74 -3.98 1.67
F -1.82 0.41 3.12
O 1.44 0.05 -0.49
O -2.98 -0.04 0.37
O 2.13 1.96 -1.41
O -2.88 -0.73 -1.95
O -2.59 -2.53 -0.25
O -0.98 1.39 -1.98
N -0.04 3.51 -3.16
N 4.72 -4.42 -1.08
N 0.66 1.02 -4.04
N -0.41 1.28 0.93
N 0.97 -2.69 0.03
N 5.68 -4.24 -0.14
N 2.36 -4.25 -0.67
N -1.76 2.03 -4.33
N 6.63 -3.54 -0.61
C 3.56 0.01 3.33
C 5.24 -2.94 -4.42
C -0.01 5.65 -2.18
C -1.19 -1.73 2.28
C 5.82 0.10 2.56
C -3.95 2.41 -5.18
C -3.14 2.21 -3.89
C 0.36 -3.42 -0.99
C 6.26 0.23 3.87
C -2.26 -3.64 3.37
C -2.80 -1.44 4.11
C 2.26 -0.72 -3.82
C 0.55 5.76 -3.58
C 1.21 -4.39 -1.41
C 5.10 -3.79 -2.24
C 6.33 -3.22 -1.92
C 4.52 -3.66 -3.50
C 1.13 -1.67 4.53
C 6.49 -2.36 -4.12
C 4.46 -0.01 2.29
C 3.24 -2.79 1.13
C -1.94 -0.95 3.16
C 0.92 4.32 -3.92
C -3.04 1.85 -6.27
C 0.65 -3.61 6.44
C 2.66 0.17 -4.99
C -2.97 -2.81 4.23
C 2.18 -3.22 0.18
C 0.75 -1.29 5.81
C -2.58 -1.47 -3.13
C 5.35 0.28 4.91
C 3.52 -5.13 -0.77
C 0.52 -2.27 6.77
C 3.99 0.18 4.64
C -4.22 0.64 0.11
C -0.84 4.38 -2.27
C 0.78 -0.42 -3.69
C 7.05 -2.49 -2.87
C 0.79 2.06 0.56
C 1.02 -3.98 5.15
C -3.95 -2.98 -0.21
C 1.51 1.35 -0.57
C 1.25 -3.01 4.19
C -1.64 2.20 -5.77
C -1.40 -3.09 2.44
C 1.91 1.47 -4.70
H 2.78 -0.43 -2.91
H 1.50 -3.31 3.18
H 2.44 -1.78 -4.01
H -1.02 3.87 -1.32
H 0.57 3.09 0.31
H -0.65 -3.26 -1.27
H 4.13 -0.09 1.26
H 0.79 5.52 -1.45
H -3.50 -1.52 -3.71
H 1.69 2.03 -5.61
H 0.40 -0.60 -2.68
H 3.30 -5.85 -1.55
H 2.49 2.08 -4.01
H -4.59 0.42 -0.88
H 6.53 0.07 1.74
H -1.41 3.25 -6.00
H 3.74 0.35 -5.04
H 3.28 0.23 5.47
H 1.09 -5.16 -2.15
H 3.69 -5.65 0.17
H -4.14 3.47 -5.35
H -2.24 -2.48 -2.91
H -1.12 1.43 0.21
H -0.62 6.50 -1.88
H -0.21 6.13 -4.27
H 0.87 4.10 -4.98
H 8.01 -2.07 -2.63
H 1.92 4.07 -3.56
H -4.54 -2.51 -1.00
H -1.81 4.59 -2.74
H 7.32 0.30 4.07
H -3.24 2.27 -7.25
H 4.85 -2.83 -5.43
H 0.47 -4.37 7.19
H 7.01 -1.82 -4.89
H 0.23 -1.98 7.77
H -4.91 1.91 -5.13
H 2.83 -2.07 1.83
H 1.42 6.42 -3.65
H -4.38 -2.74 0.76
H 4.06 -2.33 0.59
H -3.14 0.77 -6.34
H 1.11 -5.02 4.89
H 0.62 -0.25 6.07
H -4.94 0.31 0.86
H 1.46 2.06 1.42
H -3.21 3.07 -3.21
H 5.68 0.40 5.93
H -0.84 1.58 -6.17
H 2.34 -0.26 -5.94
H -1.82 -0.94 -3.70
H 3.57 -4.12 -3.75
H 0.20 -1.01 -4.40
H -3.44 1.33 -3.31
H -4.04 1.71 0.23
H 3.64 -3.63 1.68
H -3.93 -4.05 -0.35
H -0.80 1.60 1.81
```

***

Record 2
Here is a molecular structure, C46H58GeN4O2RbS from the Open Molecules 2025 dataset. Energies are from ωB97M-V/def2-TZVPD.

As for the LUMO energy: 2.005 eV. Its total energy is -126708.8603 eV. The HOMO-LUMO gap comes out at 5.62 eV. The total charge is -1. As for the HOMO energy: -0.13288 Ha. Its molar mass is 889.14 g/mol.

XYZ file:
```
113
C46H58GeN4O2RbS ωB97M-V/def2-TZVPD
Rb -2.06 -1.06 0.21
Ge 3.59 -0.35 -0.97
S -2.29 -3.02 -2.95
O 1.67 -2.44 -0.46
O 0.10 -2.41 1.13
N -3.75 -3.31 1.64
N -1.90 -3.99 -0.13
N 0.34 -3.43 -2.76
N -0.86 -4.16 -0.99
C 6.30 3.45 -2.01
C 5.57 -2.07 3.00
C -2.01 3.04 0.07
C -0.90 -3.54 -2.21
C 2.92 -1.49 -3.57
C -4.70 -3.37 3.84
C 5.11 -0.24 1.51
C -2.92 1.18 3.39
C -2.62 2.38 1.19
C 1.02 -0.32 0.45
C 6.53 2.24 -2.64
C 3.08 -2.31 -4.67
C -5.52 -0.04 -1.00
C -0.92 2.55 3.12
C -1.20 5.29 0.95
C 1.77 0.30 -0.71
C -1.02 4.80 -1.43
C -4.65 -2.91 2.53
C -5.79 2.22 -2.00
C 0.92 -1.85 0.37
C 3.78 -1.58 -2.47
C 4.81 -2.51 -2.53
C -3.67 1.59 0.67
C -2.84 -4.21 2.01
C -3.71 1.69 -0.73
C 4.69 1.22 -1.44
C -3.18 3.62 3.33
C -2.39 2.46 2.71
C -4.15 0.63 -2.96
C -4.77 1.13 -1.66
C -1.80 -4.58 1.00
C 4.47 2.45 -0.82
C 5.26 3.56 -1.09
C 4.88 -2.92 2.15
C -2.69 2.57 -1.09
C -0.67 -5.49 1.37
C -2.81 -4.72 3.31
C 5.73 1.14 -2.36
C 4.11 -3.25 -4.70
C -0.96 4.15 -0.04
C -3.75 -4.30 4.23
C 5.69 -0.73 2.68
C 4.29 -2.43 0.99
C 4.40 -1.08 0.65
C 0.48 3.63 0.09
C 4.98 -3.34 -3.63
H 4.23 -3.89 -5.57
H 6.02 -2.46 3.91
H -2.71 1.23 4.47
H -4.24 3.50 3.11
H 5.93 0.20 -2.87
H -2.87 4.59 2.94
H -2.48 2.89 -2.10
H 5.06 4.50 -0.60
H -2.23 5.65 0.87
H -4.36 1.01 1.28
H -3.73 -4.68 5.24
H -4.82 -0.85 -0.77
H 4.78 -3.97 2.39
H -6.27 2.59 -1.09
H -0.53 6.12 0.74
H -0.94 -6.21 2.13
H -0.83 2.50 4.21
H 6.92 4.31 -2.23
H -6.29 -0.43 -1.65
H -5.45 -3.00 4.52
H 0.01 0.10 0.56
H 3.66 2.56 -0.10
H 2.11 -0.77 -3.56
H 1.23 0.14 -1.65
H 0.72 3.03 -0.78
H -3.44 -0.19 -2.78
H -2.04 -5.43 3.61
H 5.50 -2.61 -1.69
H -0.44 3.46 2.79
H -5.37 -2.17 2.18
H 6.23 -0.06 3.33
H 3.72 -3.09 0.36
H 1.83 1.38 -0.58
H -5.29 3.07 -2.48
H -2.01 5.23 -1.63
H 7.34 2.15 -3.36
H -3.61 1.43 -3.47
H 1.09 -3.20 -2.12
H -3.05 3.64 4.42
H -6.57 1.85 -2.67
H 2.40 -2.23 -5.51
H -0.35 1.71 2.70
H 0.34 -2.94 -3.64
H -4.00 1.07 3.27
H -0.33 -6.05 0.49
H 5.78 -4.07 -3.64
H 0.07 -4.25 -0.58
H -2.43 0.29 3.00
H -5.99 0.28 -0.06
H -0.79 4.09 -2.22
H 5.24 0.81 1.27
H 0.17 -4.88 1.73
H 1.20 4.47 0.12
H 1.52 -0.10 1.40
H 0.64 3.02 0.97
H -1.04 4.99 1.99
H -0.28 5.61 -1.49
H -4.92 0.25 -3.64
```

***

Record 3
Here is a molecular structure, C46H58N6O4PSiTi from the Open Molecules 2025 dataset. Energies are from ωB97M-V/def2-TZVPD.

As for the LUMO energy (alpha / beta): -2.350 / -2.357 eV. The expectation value of S² is 2.007. Its total energy is -106056.0733 eV. The HOMO-LUMO gap (alpha / beta) comes out at 5.46 / 7.28 eV. The total charge is +1. Its multiplicity is 3. As for the HOMO energy (alpha / beta): -0.28685 / -0.35413 Ha. Its molar mass is 865.93 g/mol.

XYZ file:
```
117
C46H58N6O4PSiTi ωB97M-V/def2-TZVPD
Ti -15.20 -1.36 11.94
P -18.34 -1.37 12.33
Si -14.76 1.96 11.21
O -14.15 2.28 9.73
O -13.69 1.96 12.42
O -15.45 0.43 11.34
O -15.93 3.04 11.48
N -15.63 -5.24 12.81
N -15.29 -3.37 11.62
N -11.49 -1.79 13.31
N -17.69 1.39 13.47
N -15.13 -1.78 14.11
N -13.27 -1.47 12.00
C -18.79 0.82 13.93
C -15.13 -5.67 8.70
C -10.93 -2.55 9.25
C -17.33 2.63 9.58
C -15.45 -4.48 10.73
C -19.05 -4.04 11.41
C -9.84 -2.89 10.10
C -19.64 1.63 14.78
C -19.34 -3.46 13.76
C -16.19 4.84 9.95
C -18.03 4.09 11.47
C -19.05 -3.05 12.46
C -18.19 -1.57 9.67
C -11.58 2.73 13.06
C -14.31 0.46 8.37
C -15.36 -3.92 12.88
C -13.55 1.73 8.56
C -15.42 -3.25 14.21
C -20.67 -0.63 13.68
C -12.82 -1.45 13.30
C -20.00 -5.68 12.97
C -20.97 1.32 14.98
C -16.89 3.66 10.60
C -15.14 -6.89 9.44
C -13.66 2.83 7.51
C -20.47 -0.02 9.08
C -15.40 -6.92 10.78
C -20.02 -4.64 13.91
C -20.12 -0.23 10.40
C -18.58 -1.38 8.33
C -9.88 -2.61 11.47
C -13.37 4.45 12.58
C -19.31 -0.41 13.43
C -13.06 3.08 13.16
C -13.73 -1.48 14.51
C -15.21 -4.39 9.34
C -21.55 0.19 14.33
C -12.05 1.57 8.79
C -19.54 -5.30 11.67
C -13.50 3.00 14.67
C -19.76 -0.69 8.06
C -19.01 -1.02 10.72
C -12.13 -2.10 9.79
C -15.55 -5.70 11.43
C -12.15 -1.74 11.17
C -11.00 -1.99 11.98
H -14.60 3.00 14.88
H -15.06 -5.71 7.58
H -18.05 1.90 10.00
H -17.40 -2.24 9.99
H -18.72 -3.82 10.44
H -11.58 2.52 8.71
H -11.47 2.20 12.09
H -15.37 -5.90 13.60
H -20.44 -6.63 13.27
H -20.52 -4.88 14.82
H -15.63 5.37 10.69
H -17.19 1.04 12.63
H -11.85 1.14 9.78
H -20.14 -0.63 7.07
H -11.31 2.01 13.87
H -15.78 -1.28 14.67
H -10.90 3.59 13.07
H -19.23 2.61 15.01
H -15.19 -3.44 8.84
H -22.65 -0.02 14.36
H -14.75 2.93 7.24
H -18.86 4.48 10.81
H -14.42 4.72 12.70
H -11.06 -2.88 8.20
H -13.85 -0.26 7.59
H -16.90 5.54 9.51
H -13.10 2.09 15.13
H -11.70 0.80 8.09
H -13.11 2.78 6.54
H -13.75 -0.48 14.92
H -14.64 -3.69 14.87
H -13.08 4.38 11.50
H -13.09 3.88 15.15
H -21.26 0.71 8.81
H -13.25 -2.13 15.24
H -19.56 -5.99 10.84
H -16.42 -3.43 14.63
H -12.68 5.13 13.06
H -15.52 4.54 9.12
H -16.52 2.09 9.05
H -15.37 0.59 8.10
H -17.69 4.82 12.21
H -20.60 0.32 11.20
H -15.11 -7.84 8.96
H -8.97 -3.47 9.71
H -18.48 3.23 11.99
H -18.01 -1.93 7.52
H -21.08 -1.57 13.27
H -21.56 1.97 15.58
H -17.89 3.18 8.80
H -13.06 -2.10 9.20
H -9.10 -2.91 12.17
H -17.53 2.34 13.78
H -11.06 -2.05 14.20
H -13.43 3.80 7.98
H -19.20 -2.75 14.56
H -15.33 -7.76 11.46
H -14.32 -0.14 9.34
```

***

Record 4
Here is a molecular structure, C46H58NO7Pt from the Open Molecules 2025 dataset. Energies are from ωB97M-V/def2-TZVPD.

As for the LUMO energy (alpha / beta): 2.436 / 1.947 eV. The expectation value of S² is 2.036. Its total energy is -67709.2899 eV. The HOMO-LUMO gap (alpha / beta) comes out at 6.44 / 6.39 eV. The total charge is -1. Its multiplicity is 3. As for the HOMO energy (alpha / beta): -0.14716 / -0.16341 Ha. Its molar mass is 932.05 g/mol.

XYZ file:
```
113
C46H58NO7Pt ωB97M-V/def2-TZVPD
Pt -1.03 0.16 -0.36
O -0.11 -0.84 1.74
O 1.01 0.03 -0.81
O -1.52 1.92 -2.24
O -3.13 0.08 -1.01
O 0.85 0.16 3.36
O -0.03 1.30 1.79
O -1.25 -1.71 -2.13
N 0.25 0.21 2.30
C -2.95 -0.18 4.63
C 1.73 1.25 -2.73
C -1.71 -1.00 4.99
C 1.45 -2.57 -2.24
C 1.87 4.65 2.52
C 1.13 6.54 1.02
C -0.36 -5.79 2.86
C -1.00 2.57 -1.11
C 1.88 -4.73 2.66
C 0.70 -5.30 1.86
C 1.44 0.05 -2.03
C -3.08 -1.23 2.35
C 1.82 -1.16 -2.69
C -0.32 5.76 2.86
C 0.36 2.93 -1.16
C -1.95 -2.41 -3.14
C 4.62 1.44 -5.84
C -1.14 -3.80 0.92
C 1.20 2.64 -2.38
C 1.01 -3.72 -0.08
C -3.13 1.24 1.06
C 5.38 -0.73 -4.88
C 0.55 -2.87 -1.07
C -2.83 1.18 5.32
C -3.08 1.17 2.44
C 2.63 -1.12 -3.81
C -1.79 3.01 -0.03
C 0.08 4.29 0.84
C -1.63 -2.92 -0.03
C -1.24 3.88 0.89
C -3.20 2.52 0.26
C 0.17 -4.24 0.91
C 0.68 5.30 1.80
C -3.08 0.03 0.29
C -3.10 -1.22 0.98
C 3.66 -0.68 -6.70
C 0.87 3.74 -0.16
C 1.14 -6.52 1.04
C -2.34 2.69 -3.07
C 2.56 1.23 -3.83
C 3.10 0.06 -4.36
C -4.19 -0.89 5.18
C -3.05 -0.06 3.11
C -3.07 -2.46 0.12
C 4.17 0.04 -5.44
C -0.79 -2.47 -1.06
H -1.83 -4.15 1.67
H 1.84 6.28 0.24
H 2.21 5.28 3.34
H -4.29 -1.89 4.76
H -3.74 3.28 0.82
H -1.71 -1.97 4.49
H -1.18 6.25 2.41
H 0.16 6.47 3.53
H 2.23 -5.46 3.39
H 2.07 3.30 -2.34
H -4.13 -0.98 6.26
H 0.29 -6.91 0.48
H -5.10 -0.33 4.93
H -1.21 -6.22 2.34
H -1.78 3.52 -3.54
H 2.82 2.18 -4.28
H 2.39 -3.11 -2.08
H 1.57 -3.83 3.18
H 4.42 -0.68 -7.47
H -0.66 4.91 3.46
H 0.61 2.94 -3.25
H 1.56 3.68 2.92
H -3.71 1.80 5.14
H -2.73 1.03 6.39
H 6.19 -0.77 -5.61
H 1.58 7.27 1.68
H 4.96 2.00 -4.98
H -0.80 -0.49 4.70
H -3.06 2.09 2.99
H 1.92 -6.26 0.33
H -3.66 -3.26 0.57
H 2.04 -4.02 -0.10
H -3.20 3.13 -2.54
H 1.51 -7.31 1.69
H 2.77 -0.18 -7.07
H -1.89 4.24 1.67
H 2.93 -2.07 -4.24
H 3.39 -1.71 -6.47
H -1.94 1.70 4.97
H -2.72 2.02 -3.83
H 0.08 -6.56 3.49
H 3.80 1.99 -6.31
H -3.06 -2.20 2.85
H 5.10 -1.75 -4.63
H 2.71 -4.47 2.00
H -1.36 -2.39 -4.06
H -3.73 2.28 -0.66
H -1.67 -1.17 6.07
H 5.44 1.39 -6.56
H -2.14 -3.45 -2.86
H 1.92 3.99 -0.21
H -2.90 -1.91 -3.31
H -0.69 -4.97 3.49
H 2.70 4.48 1.84
H 0.96 -3.03 -3.11
H 0.27 7.01 0.54
H -3.48 -2.19 -0.85
H 5.75 -0.24 -3.98
```